No. 1
Entry from the Open Molecules 2025 dataset: 2 unconnected molecules or ions with the total composition C2H7O2 (wB97M-V/def2-TZVPD).

Results
2S+1: 1
Net charge: +1
Energy above the lowest of the compared OMol25 structures with the same formula, charge and spin (kcal/mol): 13.0
Frontier orbital gap (eV): 10.371
HOMO (eV): -16.04

Each line ends with the Löwdin charge.
Cartesian coordinates (Å):
O1 -1.13 -1.83 -0.42  -0.051
H1 -1.73 -2.33 0.16  0.072
H2 -0.40 0.78 1.39  0.137
H3 -1.43 -2.14 -1.29  0.068
C1 0.03 1.35 0.56  0.035
C2 0.58 0.35 -0.36  -0.064
O2 1.74 -0.14 -0.29  0.244
H4 -0.78 1.87 0.06  0.116
H5 0.84 2.00 0.91  0.119
H6 0.02 -0.05 -1.17  0.134
H7 2.27 0.15 0.48  0.188



No. 2
Entry from the Open Molecules 2025 dataset: 2 unconnected molecules or ions with the total composition C10H11N3OS (wB97M-V/def2-TZVPD).

Results
2S+1: 1
Net charge: 0
Energy above the lowest of the compared OMol25 structures with the same formula, charge and spin (kcal/mol): 68.3
Frontier orbital gap (spin up / spin down) (eV): 7.512 / 6.043
HOMO (spin up / spin down) (eV): -6.93 / -6.71

Each line ends with the Löwdin charge.
Cartesian coordinates (Å):
C1 2.88 1.56 -0.07  -0.059
C2 3.20 0.79 -1.19  -0.106
C3 1.99 1.04 0.86  -0.010
C4 2.65 -0.42 -1.45  -0.117
C5 1.40 -0.21 0.61  -0.305
C6 1.76 -0.93 -0.50  -0.406
C7 0.15 -1.99 1.47  -0.343
C8 -1.46 -0.71 -0.73  -0.299
C9 -2.92 1.20 -0.90  0.005
C10 -2.70 0.08 1.21  -0.043
N1 0.60 -0.74 1.63  0.057
N2 0.24 -2.86 0.45  -0.295
N3 -2.27 0.06 -0.15  -0.138
O1 -0.77 -0.97 -1.65  -0.013
S1 0.95 -2.46 -0.97  1.068
H1 3.36 2.48 0.15  0.096
H2 3.85 1.15 -1.95  0.092
H3 1.79 1.48 1.79  0.091
H4 2.94 -1.01 -2.36  0.128
H5 -0.22 -2.33 2.42  0.097
H6 -2.34 2.11 -0.85  0.099
H7 -2.90 0.93 -1.91  0.075
H8 -3.90 1.31 -0.64  0.058
H9 -3.41 -0.63 1.59  0.087
H10 -1.77 0.01 1.86  0.096
H11 -3.11 1.09 1.29  0.085



No. 3
Entry from the Open Molecules 2025 dataset: C9H8N2 in the gas phase (wB97M-V/def2-TZVPD).

Results
2S+1: 1
Net charge: 0
Structure (SMILES): Cc1cnc2ccccc2n1
Energy above the lowest of the compared OMol25 structures with the same formula, charge and spin (kcal/mol): 12.3
Frontier orbital gap (eV): 9.087
HOMO (eV): -9.10

Each line ends with the Löwdin charge.
Cartesian coordinates (Å):
C1 -0.46 3.42 -0.05  -0.068
C2 -0.30 1.99 -0.24  -0.370
C3 -0.10 1.44 -1.53  -0.084
N1 0.03 0.16 -1.73  0.130
C4 0.06 -0.68 -0.63  -0.229
C5 0.26 -2.03 -0.89  -0.026
C6 0.48 -2.84 0.21  -0.064
C7 0.39 -2.33 1.55  -0.086
C8 0.10 -1.03 1.78  -0.043
C9 -0.07 -0.16 0.68  -0.172
N2 -0.35 1.22 0.83  0.167
H1 -0.21 3.77 1.01  0.105
H2 -1.52 3.69 -0.30  0.098
H3 0.30 3.96 -0.73  0.101
H4 -0.01 2.17 -2.33  0.112
H5 0.31 -2.41 -1.86  0.097
H6 0.55 -3.93 0.13  0.107
H7 0.59 -3.02 2.37  0.107
H8 0.08 -0.56 2.76  0.116



No. 4
Entry from the Open Molecules 2025 dataset: C6H13N3O in the gas phase (wB97M-V/def2-TZVPD).

Results
2S+1: 1
Net charge: 0
Structure (SMILES): C/C(N)=C(N)\C(N)=C(/C)O
Energy above the lowest of the compared OMol25 structures with the same formula, charge and spin (kcal/mol): 74.9
Frontier orbital gap (spin up / spin down) (eV): 7.262 / 7.263
HOMO (spin up / spin down) (eV): -6.46 / -6.46

Each line ends with the Löwdin charge.
Cartesian coordinates (Å):
C1 -1.08 -1.23 -1.42  -0.059
C2 -1.08 -0.49 -0.10  -0.335
N1 -2.01 -1.02 0.82  0.089
C3 -0.76 0.89 0.02  -0.291
N2 -1.60 1.86 0.59  0.100
C4 0.58 1.09 -0.29  -0.299
N3 1.20 2.35 -0.39  0.102
C5 1.26 -0.13 -0.17  -0.346
C6 1.64 -0.78 1.14  -0.046
O1 2.04 -0.53 -1.26  0.019
H1 -0.65 -2.23 -1.31  0.079
H2 -2.11 -1.33 -1.80  0.079
H3 -0.50 -0.70 -2.17  0.080
H4 -1.71 -0.93 1.78  0.087
H5 -2.30 -1.97 0.63  0.080
H6 -2.48 1.48 0.89  0.074
H7 -1.14 2.44 1.28  0.083
H8 0.64 3.00 -0.93  0.084
H9 2.14 2.27 -0.77  0.085
H10 2.67 -0.51 1.42  0.084
H11 0.97 -0.46 1.93  0.083
H12 1.59 -1.87 1.07  0.078
H13 2.68 -1.19 -0.97  0.091



No. 5
Entry from the Open Molecules 2025 dataset: a molecular structure, C13H29ClMgN3O5 (wB97M-V/def2-TZVPD).

Results
2S+1: 2
Expectation value of S²: 0.75
Net charge: 0
Frontier orbital gap (spin up / spin down) (eV): 6.220 / 8.404
HOMO (spin up / spin down) (eV): -5.99 / -8.73

Each line ends with the Löwdin charge.
Cartesian coordinates (Å):
Mg1 0.67 -1.65 -3.60  0.455
Cl1 0.38 -0.86 -1.40  -0.135
C1 2.03 1.46 1.24  -0.337
O1 2.13 2.67 1.29  0.010
N1 2.24 0.52 2.27  -0.183
C2 2.31 0.90 3.69  -0.046
C3 2.06 -0.90 2.08  -0.089
H1 1.68 0.96 0.33  0.069
H2 2.79 1.87 3.80  0.085
H3 3.08 0.25 4.11  0.079
H4 1.37 0.79 4.23  0.092
H5 2.96 -1.36 2.50  0.080
H6 1.29 -1.35 2.71  0.085
H7 1.95 -1.28 1.06  0.050
C4 -1.24 -4.32 0.67  -0.325
O2 -0.95 -5.53 0.76  -0.033
N2 -2.47 -3.80 0.40  -0.181
C5 -2.62 -2.35 0.32  -0.069
C6 -3.64 -4.68 0.23  -0.035
H8 -0.47 -3.55 0.78  0.119
H9 -3.10 -2.12 -0.63  0.091
H10 -1.63 -1.91 0.31  0.020
H11 -3.24 -1.98 1.15  0.078
H12 -4.34 -4.35 -0.54  0.080
H13 -3.19 -5.63 -0.08  0.079
H14 -4.29 -4.84 1.10  0.084
C7 3.39 -0.02 -4.14  -0.255
O3 2.39 -0.66 -3.78  -0.253
N3 3.65 1.18 -3.62  -0.153
C8 4.91 1.80 -3.79  -0.080
C9 2.91 1.75 -2.45  0.007
H15 4.09 -0.32 -4.94  0.156
H16 5.62 1.83 -2.97  0.099
H17 4.79 2.88 -3.94  0.093
H18 5.42 1.39 -4.67  0.092
H19 3.37 1.37 -1.54  0.095
H20 2.93 2.84 -2.41  0.101
H21 1.90 1.33 -2.50  0.046
O4 -4.38 0.34 1.21  0.064
C10 -4.09 1.52 1.44  -0.462
O5 -3.02 2.19 0.89  -0.003
C11 -2.19 1.54 -0.02  -0.284
C12 -0.96 2.38 -0.21  -0.074
C13 -4.91 2.34 2.41  0.018
H22 -2.70 1.36 -0.97  0.129
H23 -1.84 0.53 0.16  0.083
H24 -0.38 2.46 0.72  0.064
H25 -1.32 3.35 -0.54  0.083
H26 -0.21 2.00 -0.91  0.040
H27 -5.59 1.66 2.93  0.092
H28 -5.33 3.12 1.78  0.091
H29 -4.23 2.85 3.09  0.087



No. 6
Entry from the Open Molecules 2025 dataset: C2H2ClN3O2S in the gas phase (wB97M-V/def2-TZVPD).

Results
2S+1: 3
Expectation value of S²: 2.03
Net charge: 0
Frontier orbital gap (spin up / spin down) (eV): 7.305 / 5.980
HOMO (spin up / spin down) (eV): -7.53 / -10.86

Each line ends with the Löwdin charge.
Cartesian coordinates (Å):
C1 1.01 -0.24 -0.46  0.009
C2 1.99 0.77 -0.35  -0.048
N1 -0.09 0.22 0.28  -0.125
N2 0.28 1.39 0.79  0.056
N3 1.49 1.72 0.49  0.023
O1 -1.60 -1.82 -0.75  -0.392
O2 -2.17 -1.39 1.65  -0.370
S1 -1.84 -0.93 0.35  0.365
Cl1 -3.25 0.51 -0.23  0.195
H1 1.11 -1.05 -1.23  0.150
H2 3.09 0.82 -0.55  0.138



Number 1: largest force on an atom 0.0138 hartree/bohr. Number 2: largest force on an atom 0.0755 hartree/bohr. Number 3: largest force on an atom 0.0517 hartree/bohr. Number 4: largest force on an atom 0.0315 hartree/bohr. Number 5: largest force on an atom 0.0592 hartree/bohr. Number 6: largest force on an atom 0.1075 hartree/bohr.